# 1
# C28H80O12

A cluster of 12 separate species, C28H80O12 in total (ωB97M-V/def2-TZVPD, OMol25).

```
120
C28H80O12 (ωB97M-V/def2-TZVPD)
C -4.854 -3.643 0.246
C -4.103 -4.273 -0.970
C -2.880 -3.381 -1.305
O -3.758 -5.536 -0.663
H -5.349 -2.702 0.074
H -4.128 -3.526 1.037
H -5.542 -4.326 0.679
H -4.844 -4.248 -1.831
H -2.118 -3.705 -0.636
H -3.000 -2.308 -1.232
H -2.473 -3.524 -2.308
H -3.470 -5.970 -1.487
C 6.456 0.431 0.351
C 5.790 0.016 1.631
C 6.029 0.956 2.823
O 4.398 0.028 1.307
H 7.516 0.385 0.445
H 6.114 1.388 -0.044
H 6.338 -0.393 -0.367
H 6.191 -0.991 1.932
H 5.653 0.389 3.764
H 5.531 1.911 2.855
H 7.137 1.105 3.038
H 3.984 -0.562 2.029
C -3.253 6.168 -2.331
C -2.030 5.344 -2.676
C -1.184 5.051 -1.435
O -2.503 4.192 -3.391
H -4.012 6.179 -3.106
H -2.983 7.209 -2.158
H -3.690 5.787 -1.398
H -1.436 5.917 -3.340
H -0.342 4.419 -1.688
H -1.795 4.409 -0.721
H -0.835 5.945 -0.983
H -1.673 3.686 -3.584
C 0.786 3.392 1.523
C -0.323 4.304 2.150
C -0.208 4.282 3.735
O -0.133 5.751 1.779
H 0.652 3.274 0.373
H 0.619 2.319 2.003
H 1.802 3.710 1.814
H -1.392 4.158 1.874
H 0.806 4.526 3.962
H -0.505 3.269 4.151
H -0.765 5.026 4.287
H -0.220 5.853 0.815
C 0.585 -0.009 4.004
C 2.064 0.242 3.553
O 2.919 -0.881 3.853
H 0.053 0.925 3.936
H 0.565 -0.376 4.981
H 0.107 -0.740 3.322
H 2.446 1.171 4.023
H 2.085 0.364 2.458
H 2.426 -1.725 3.906
C 3.943 -3.700 -1.534
C 4.621 -2.563 -0.750
O 3.981 -1.254 -1.002
H 4.379 -4.640 -1.273
H 4.062 -3.568 -2.653
H 2.970 -3.633 -1.204
H 5.761 -2.532 -0.994
H 4.418 -2.770 0.287
H 4.284 -0.648 -0.248
C -3.915 -1.748 3.074
C -2.479 -1.622 2.638
O -1.756 -2.803 2.775
H -4.069 -2.119 4.102
H -4.521 -2.338 2.402
H -4.246 -0.739 2.956
H -2.039 -0.839 3.250
H -2.388 -1.293 1.603
H -0.777 -2.587 2.690
C 2.259 -0.957 -5.115
C 3.127 -0.301 -3.949
O 2.241 -0.032 -2.904
H 2.895 -1.225 -5.960
H 1.320 -0.436 -5.485
H 1.874 -1.896 -4.724
H 3.576 0.614 -4.282
H 3.845 -1.059 -3.685
H 2.665 -0.189 -2.014
C 0.451 -5.143 1.486
C 0.805 -4.467 2.806
O 1.178 -3.130 2.717
H 0.723 -6.161 1.504
H 0.882 -4.641 0.657
H -0.632 -5.116 1.291
H 1.566 -5.026 3.316
H -0.047 -4.401 3.498
H 1.610 -2.877 1.883
C -2.366 0.700 -3.932
C -1.161 1.056 -3.154
O -0.499 2.297 -3.561
H -3.184 1.419 -3.856
H -2.826 -0.195 -3.616
H -2.265 0.664 -5.033
H -0.325 0.329 -3.138
H -1.495 1.254 -2.135
H -0.022 2.089 -4.388
C -5.154 0.594 -0.556
C -5.175 1.643 -1.640
O -4.047 2.540 -1.432
H -4.177 0.056 -0.525
H -5.882 -0.182 -0.611
H -5.342 1.126 0.409
H -6.062 2.287 -1.603
H -5.138 1.224 -2.604
H -3.836 3.063 -2.182
C -0.054 0.329 0.065
C 0.237 -1.167 -0.168
O 1.498 -1.553 0.379
H -0.066 0.523 1.143
H -0.999 0.642 -0.380
H 0.683 0.982 -0.471
H 0.197 -1.331 -1.199
H -0.623 -1.785 0.248
H 2.260 -1.424 -0.277
```

The calculation puts the HOMO energy at -9.8 eV. For the relative energy (zero: lowest compared OMol25 entry of this formula, charge and spin), the calculation gives 285.05 kJ/mol. Its gap between HOMO and LUMO is 10.380 eV. The strongest force on any atom is 0.0938 hartree/bohr. The value obtained for the molar mass is 608.9 g mol⁻¹. The LUMO energy is 0.021 hartree. As for the SMILES: CC(C)O.CC(C)O.CC(C)O.CC(C)O.CCO.CCO.CCO.CCO.CCO.CCO.CCO.CCO.

---

# 2
# C28H81N3O19

A cluster of 11 separate species, C28H81N3O19 in total (ωB97M-V/def2-TZVPD, OMol25).

```
131
C28H81N3O19 (ωB97M-V/def2-TZVPD)
C -4.229 0.981 1.873
C -4.729 -0.416 2.368
O -5.257 -0.191 3.683
O -3.107 1.529 2.628
H -4.990 1.707 2.063
H -4.122 0.936 0.764
H -3.981 -1.256 2.375
H -5.536 -0.607 1.666
H -4.865 -0.828 4.350
H -3.331 1.398 3.533
C -5.348 -1.992 -4.640
C -4.373 -1.016 -3.942
O -3.430 -0.368 -4.758
O -6.257 -2.443 -3.680
H -4.813 -2.859 -5.095
H -5.898 -1.471 -5.493
H -3.974 -1.614 -3.112
H -5.061 -0.371 -3.363
H -2.822 0.045 -4.107
H -5.808 -3.306 -3.400
C 3.190 3.099 -1.634
C 1.978 3.303 -0.752
O 1.933 4.583 -0.059
O 4.420 2.854 -0.918
H 3.417 4.031 -2.166
H 3.038 2.265 -2.383
H 1.897 2.508 0.060
H 1.120 3.246 -1.399
H 2.639 4.607 0.610
H 4.467 3.258 -0.014
C -3.561 -3.186 -0.630
C -2.333 -3.798 -0.009
O -1.398 -4.074 -1.056
O -4.208 -4.082 -1.524
H -3.258 -2.253 -1.103
H -4.322 -2.853 0.109
H -2.578 -4.712 0.445
H -1.924 -3.087 0.689
H -1.370 -3.296 -1.614
H -3.540 -4.696 -1.831
C -1.101 1.934 -4.389
C 0.241 1.243 -4.659
O 1.007 1.096 -3.436
O -1.818 1.288 -3.443
H -1.744 1.872 -5.247
H -1.003 2.914 -3.995
H 0.832 1.862 -5.397
H 0.062 0.301 -5.180
H 0.440 0.826 -2.705
H -1.380 1.387 -2.597
C -1.897 3.918 0.371
C -1.398 5.329 0.655
O -1.473 5.566 2.089
O -1.113 2.839 1.012
H -1.859 3.747 -0.692
H -2.907 3.754 0.719
H -1.948 6.032 0.061
H -0.329 5.453 0.340
H -0.778 6.222 2.304
H -1.582 2.482 1.795
C 0.072 -1.193 4.512
C -1.207 -0.820 5.343
O -2.396 -1.094 4.598
O -0.115 -0.547 3.264
H 0.004 -2.328 4.384
H 1.026 -0.836 4.983
H -1.054 0.256 5.662
H -1.263 -1.360 6.256
H -2.151 -0.853 3.726
H 0.395 0.310 3.259
C 0.374 -0.884 0.123
C -0.763 -0.278 -0.562
O -0.485 1.039 -1.076
O 1.443 -0.966 -0.804
H 0.109 -1.870 0.481
H 0.721 -0.401 1.003
H -1.619 -0.279 0.083
H -0.985 -0.893 -1.449
H -0.782 1.732 -0.432
H 1.795 -0.083 -1.037
C 3.858 -2.095 4.262
C 4.654 -1.349 3.226
C 4.487 -1.903 1.756
O 5.489 -1.350 0.964
C 5.489 -1.818 -0.345
N 4.300 0.074 3.334
H 3.990 -1.685 5.281
H 3.994 -3.156 4.250
H 2.717 -2.123 4.142
H 5.701 -1.552 3.461
H 3.558 -1.526 1.336
H 4.493 -3.005 1.650
H 6.429 -1.369 -0.682
H 4.682 -1.382 -0.975
H 5.465 -2.914 -0.437
H 4.604 0.572 2.475
H 4.838 0.585 4.008
C -0.394 -2.965 -6.093
C -0.833 -3.505 -4.646
C 0.345 -4.174 -3.912
O 0.753 -5.342 -4.650
C 1.732 -5.962 -3.821
N -1.362 -2.410 -3.814
H 0.262 -3.655 -6.531
H 0.249 -2.130 -5.804
H -1.266 -2.733 -6.570
H -1.652 -4.209 -4.721
H 0.083 -4.475 -2.887
H 1.216 -3.471 -3.869
H 1.297 -6.407 -2.913
H 2.481 -5.186 -3.531
H 2.120 -6.716 -4.477
H -0.680 -1.682 -3.691
H -2.203 -2.026 -4.217
C 0.059 3.430 4.243
C 1.223 3.246 3.303
C 2.471 3.869 3.893
O 3.455 3.669 2.881
C 4.766 4.184 3.131
N 1.443 1.781 3.005
H -0.804 2.913 3.919
H -0.172 4.508 4.292
H 0.320 2.999 5.201
H 1.070 3.681 2.316
H 2.745 3.333 4.794
H 2.248 4.877 4.235
H 5.209 3.818 4.049
H 4.809 5.309 3.120
H 5.430 3.909 2.349
H 2.390 1.440 3.282
H 1.388 1.786 1.969
```

The calculation puts the HOMO energy at -9.1 eV. For the relative energy (zero: lowest compared OMol25 entry of this formula, charge and spin), the calculation gives 212.19 kJ/mol. Its gap between HOMO and LUMO is 9.381 eV. The strongest force on any atom is 0.0951 hartree/bohr. The value obtained for the molar mass is 764.0 g mol⁻¹. The LUMO energy is 0.010 hartree. As for the SMILES: COC[C@H](C)N.COC[C@H](C)N.COC[C@H](C)N.OCCO.OCCO.OCCO.OCCO.OCCO.OCCO.OCCO.OCCO.

---

What is the relative energy (zero: lowest compared OMol25 entry of this formula, charge and spin) in the first record? 285.05 kJ/mol

---

What is the molar mass in the second record? 764.0 g mol⁻¹

---

The lowest gap between HOMO and LUMO belongs to which entry? C28H81N3O19